## a
Below is a single C4H10N2S molecule, with properties calculated with ωB97M-V/def2-TZVPD.

Geometry as XYZ:
```
17
Properties=species:S:1:pos:R:3
C -0.56 -2.04 -0.26
N 0.13 -1.06 0.55
N -0.81 -0.23 1.25
C -0.62 1.16 0.84
C 0.08 1.09 -0.56
C 0.94 -0.09 -0.28
S 2.62 0.22 0.52
H 0.25 -2.55 -0.97
H -1.05 -2.78 0.33
H -1.23 -1.51 -0.92
H -0.70 -0.31 2.26
H 0.16 1.76 1.43
H -1.55 1.77 0.64
H -0.73 0.76 -1.41
H 0.74 2.03 -0.75
H 1.30 -0.78 -1.16
H 3.53 -0.55 -0.14
```

Values from the calculation:
- Highest occupied orbital energy: -8.26 eV
- Total charge: 0
- LUMO: 0.02907 Ha
- SMILES: CN1NCC[C@H]1S
- Gap between HOMO and LUMO: 0.3326 Ha

Löwdin population analysis, charges in e, atoms 1 to 4:
1 C -0.1021
2 N -0.2552
3 N -0.0488
4 C -0.2307

## b
Below is a single C4H10N2S molecule, with properties calculated with ωB97M-V/def2-TZVPD.

Geometry as XYZ:
```
17
Properties=species:S:1:pos:R:3
H 0.55 2.67 0.25
N -0.20 1.99 -0.04
C 0.20 0.78 0.14
C 1.59 0.45 0.68
S 2.73 -0.27 -0.55
N -0.60 -0.29 -0.23
C -0.41 -1.60 0.34
C -1.94 0.06 -0.68
H 1.56 -0.29 1.51
H 2.00 1.36 1.09
H 2.50 0.67 -1.50
H 0.60 -1.93 0.25
H -0.74 -1.69 1.38
H -1.02 -2.35 -0.25
H -2.57 0.37 0.15
H -2.35 -0.82 -1.17
H -1.90 0.90 -1.39
```

Values from the calculation:
- Highest occupied orbital energy: -8.69 eV
- Total charge: 0
- LUMO: 0.03197 Ha
- SMILES: [H]/N=C(\CS)N(C)C
- Gap between HOMO and LUMO: 0.3512 Ha

Löwdin population analysis, charges in e, atoms 1 to 4:
1 H 0.0646
2 N 0.1104
3 C -0.5041
4 C -0.5012

## c
Below is a single C4H10N2S molecule, with properties calculated with ωB97M-V/def2-TZVPD.

Geometry as XYZ:
```
17
Properties=species:S:1:pos:R:3
C 2.04 0.44 -0.69
N 1.83 -1.13 -0.46
N 0.89 -1.37 0.65
C -0.36 -0.95 0.61
C -1.06 -0.04 -0.23
C -1.41 1.31 0.42
S -2.86 -0.84 -0.50
H 1.15 0.98 -1.19
H 2.87 0.54 -1.36
H 2.35 0.82 0.42
H 2.83 -1.41 0.18
H -0.93 -1.32 1.49
H -0.63 0.17 -1.18
H -2.06 2.01 -0.18
H -1.88 1.13 1.52
H -0.52 1.85 0.90
H -2.27 -2.19 -0.38
```

Values from the calculation:
- Highest occupied orbital energy: -9.12 eV
- Total charge: 0
- LUMO: 0.02693 Ha
- SMILES: CN/N=C\[C@H](C)S
- Gap between HOMO and LUMO: 0.3620 Ha

Löwdin population analysis, charges in e, atoms 1 to 4:
1 C -0.1171
2 N -0.1331
3 N -0.0341
4 C -0.3003

Most stable to least stable: b, a, c

## a
Below is a single C3H8N2S molecule, with properties calculated with ωB97M-V/def2-TZVPD.

Geometry as XYZ:
```
14
Properties=species:S:1:pos:R:3
C -0.25 -1.41 0.79
N 0.05 -1.04 -0.56
N 0.38 0.34 -0.54
C -0.84 1.13 -0.71
C 1.44 0.89 0.06
S 2.58 0.12 0.95
H 0.79 -1.46 1.35
H -0.44 -2.46 0.75
H -1.13 -0.99 1.54
H -0.97 -1.23 -1.23
H -0.49 2.07 -0.38
H -0.98 1.31 -1.81
H -1.64 0.71 0.02
H 1.48 2.03 -0.22
```

Values from the calculation:
- Highest occupied orbital energy: -8.19 eV
- Total charge: 0
- LUMO: 0.02308 Ha
- SMILES: CNN(C)C=S
- Gap between HOMO and LUMO: 0.3240 Ha

Löwdin population analysis, charges in e, atoms 1 to 4:
1 C -0.2410
2 N -0.0979
3 N -0.3073
4 C -0.0586

## b
Below is a single C3H8N2S molecule, with properties calculated with ωB97M-V/def2-TZVPD.

Geometry as XYZ:
```
14
Properties=species:S:1:pos:R:3
C -0.53 0.76 -1.42
N 0.79 0.17 -1.22
N 0.91 -1.04 -0.84
C 0.28 -1.59 0.04
S -1.01 -0.95 1.14
C -0.10 0.47 1.93
H -1.14 -0.19 -1.85
H -0.47 1.58 -2.07
H -0.96 0.96 -0.40
H 1.41 0.15 -1.96
H 0.64 -2.65 0.45
H 0.81 0.29 2.48
H -0.91 0.85 2.62
H 0.29 1.19 1.09
```

Values from the calculation:
- Highest occupied orbital energy: -8.57 eV
- Total charge: 0
- LUMO: 0.03094 Ha
- SMILES: CN/N=C\SC
- Gap between HOMO and LUMO: 0.3458 Ha

Löwdin population analysis, charges in e, atoms 1 to 4:
1 C -0.0984
2 N -0.1417
3 N -0.1102
4 C -0.5294

Most stable to least stable: b, a

## a
Below is a single C3H2O2S molecule, with properties calculated with ωB97M-V/def2-TZVPD.

Geometry as XYZ:
```
8
Properties=species:S:1:pos:R:3
C -0.85 -0.60 0.57
C -0.04 1.71 0.20
C 0.43 -0.74 -0.27
O -1.71 -1.30 0.93
O -0.39 2.79 0.35
S 1.00 0.88 -0.95
H 1.09 -1.23 0.39
H 0.49 -1.51 -1.22
```

Values from the calculation:
- Highest occupied orbital energy (spin up / spin down): -7.95 / -8.03 eV
- Total charge: 0
- LUMO (spin up / spin down): -0.00017 / -0.00620 Ha
- Gap between HOMO and LUMO (spin up / spin down): 0.2919 / 0.2888 Ha

Löwdin population analysis, charges in e, atoms 1 to 4:
1 C -0.2265
2 C -0.5817
3 C -0.4648
4 O 0.1433

## b
Below is 2 unconnected molecules or ions with the total composition C3H2O2S, with properties calculated with ωB97M-V/def2-TZVPD.

Geometry as XYZ:
```
8
Properties=species:S:1:pos:R:3
C 0.61 0.74 -0.27
C 0.69 0.66 0.99
O 0.53 0.50 2.12
H 0.09 1.53 -0.73
H 1.47 0.46 -0.93
O -0.84 -1.10 -1.62
C -1.08 -1.17 -0.50
S -1.46 -1.63 0.94
```

Values from the calculation:
- Highest occupied orbital energy: -9.71 eV
- Total charge: 0
- LUMO: 0.02218 Ha
- SMILES: C=C=O.O=C=S
- Gap between HOMO and LUMO: 0.3788 Ha

Löwdin population analysis, charges in e, atoms 1 to 4:
1 C -0.0429
2 C -0.3338
3 O 0.1551
4 H 0.0777

Most stable to least stable: b, a

## a
Below is 2 unconnected molecules or ions with the total composition C2H9N3O, with properties calculated with ωB97M-V/def2-TZVPD.

Geometry as XYZ:
```
15
Properties=species:S:1:pos:R:3
N -0.77 -1.72 0.96
C -0.03 -0.98 1.97
N -0.06 0.37 1.77
H -1.69 -1.89 1.26
H -0.85 -1.10 0.17
H 0.44 -1.33 2.97
H -0.06 0.62 0.71
H 0.40 1.07 2.42
N 1.28 0.39 -1.92
C -0.07 0.98 -1.84
O -0.84 0.36 -0.95
H 1.64 0.57 -1.01
H 1.25 -0.58 -2.12
H -0.04 2.13 -1.64
H -0.60 1.10 -2.75
```

Values from the calculation:
- Highest occupied orbital energy: -7.18 eV
- Total charge: 0
- LUMO: -0.04330 Ha
- Gap between HOMO and LUMO: 0.2205 Ha

Löwdin population analysis, charges in e, atoms 1 to 4:
1 N 0.0964
2 C -0.0641
3 N 0.1358
4 H 0.0850

## b
Below is 2 unconnected molecules or ions with the total composition C2H9N3O, with properties calculated with ωB97M-V/def2-TZVPD.

Geometry as XYZ:
```
15
Properties=species:S:1:pos:R:3
H -1.60 0.14 1.48
N -0.93 0.78 0.94
C -0.43 0.33 -0.11
C 0.63 1.14 -0.83
N 0.33 1.82 -2.10
H -0.70 -0.58 -0.54
H 1.46 0.51 -0.88
H 0.95 2.03 -0.24
H 0.28 1.15 -2.96
H -0.54 2.29 -2.13
N 0.11 -2.03 0.93
O 0.24 -1.68 2.31
H 1.00 -2.33 0.66
H -0.68 -2.78 0.99
H -0.11 -0.78 2.48
```

Values from the calculation:
- Highest occupied orbital energy: -9.06 eV
- Total charge: 0
- LUMO: 0.03248 Ha
- SMILES: [H]/N=C/CN.NO
- Gap between HOMO and LUMO: 0.3655 Ha

Löwdin population analysis, charges in e, atoms 1 to 4:
1 H 0.0719
2 N 0.0626
3 C -0.2845
4 C -0.2757

Most stable to least stable: b, a

## a
Below is 2 unconnected molecules or ions with the total composition C2H8N2O2, with properties calculated with ωB97M-V/def2-TZVPD.

Geometry as XYZ:
```
14
Properties=species:S:1:pos:R:3
N -2.55 0.16 -0.18
C -1.53 0.24 -1.17
O -0.53 1.19 -0.88
H -3.43 0.65 -0.39
H -2.23 0.15 0.79
H -1.95 0.56 -2.11
H -1.08 -0.78 -1.20
H -0.48 1.41 0.08
C 1.75 -0.24 0.67
N 0.83 -0.89 1.48
O 2.53 -0.65 -0.12
H 1.51 0.84 0.75
H 1.09 -1.80 1.85
H 0.47 -0.31 2.21
```

Values from the calculation:
- Highest occupied orbital energy (spin up / spin down): -13.63 / -13.63 eV
- Total charge: +1
- LUMO (spin up / spin down): -0.15088 / -0.35597 Ha
- 2S+1: 2
- Gap between HOMO and LUMO (spin up / spin down): 0.3502 / 0.1450 Ha

Löwdin population analysis, charges in e, atoms 1 to 4:
1 N 0.3521
2 C -0.2185
3 O 0.0306
4 H 0.1770

## b
Below is 2 unconnected molecules or ions with the total composition C2H8N2O2, with properties calculated with ωB97M-V/def2-TZVPD.

Geometry as XYZ:
```
14
Properties=species:S:1:pos:R:3
N -0.43 1.58 0.01
C 0.33 0.67 0.74
C -0.44 -0.66 0.95
N -1.76 -0.56 0.68
O -0.03 -1.70 1.40
H -0.26 2.55 0.23
H -0.41 1.45 -1.00
H 1.36 0.49 0.38
H 0.75 1.04 1.69
H -2.20 0.34 0.63
H -2.31 -1.32 1.06
H 1.54 -1.17 -1.57
H 1.75 -1.70 -2.88
O 2.12 -1.00 -2.32
```

Values from the calculation:
- Highest occupied orbital energy (spin up / spin down): -14.96 / -14.95 eV
- Total charge: +1
- LUMO (spin up / spin down): -0.14959 / -0.35058 Ha
- 2S+1: 2
- Gap between HOMO and LUMO (spin up / spin down): 0.4000 / 0.1990 Ha

Löwdin population analysis, charges in e, atoms 1 to 4:
1 N 0.1225
2 C -0.1340
3 C -0.3909
4 N 0.2411

Most stable to least stable: b, a

## a
Below is 5 unconnected molecules or ions with the total composition C2H16N2O4, with properties calculated with ωB97M-V/def2-TZVPD.

Geometry as XYZ:
```
24
Properties=species:S:1:pos:R:3
N 0.27 0.64 2.78
C 0.69 1.22 1.53
C -0.45 1.80 0.64
N -0.55 1.49 -0.79
H -0.13 -0.24 2.56
H -0.27 1.21 3.39
H 1.25 0.40 1.01
H 1.51 1.95 1.74
H -1.48 1.56 0.98
H -0.35 2.91 0.73
H 0.30 1.71 -1.31
H -0.57 0.44 -0.94
O -0.46 -2.49 1.93
H -0.38 -2.57 0.98
H -0.14 -3.35 2.22
O -0.72 -1.95 -0.94
H -0.64 -1.02 -1.02
H -1.42 -2.34 -1.45
O -1.20 -0.94 -3.39
H -1.38 0.00 -3.30
H -1.95 -1.46 -3.08
O 2.34 0.59 -1.39
H 2.67 0.03 -2.14
H 3.05 0.42 -0.76
```

Values from the calculation:
- Highest occupied orbital energy: -8.38 eV
- Total charge: 0
- LUMO: 0.01432 Ha
- SMILES: NCCN.O.O.O.O
- Gap between HOMO and LUMO: 0.3223 Ha

Löwdin population analysis, charges in e, atoms 1 to 4:
1 N -0.0070
2 C -0.2934
3 C -0.2718
4 N -0.0244

## b
Below is 5 unconnected molecules or ions with the total composition C2H16N2O4, with properties calculated with ωB97M-V/def2-TZVPD.

Geometry as XYZ:
```
24
Properties=species:S:1:pos:R:3
N 0.79 -0.60 -1.53
C 1.69 -0.99 -0.41
C 2.31 0.24 0.29
N 1.73 0.37 1.63
H -0.03 -1.20 -1.53
H 1.18 -0.55 -2.46
H 2.55 -1.50 -0.85
H 1.12 -1.66 0.22
H 3.40 0.09 0.29
H 2.22 1.15 -0.32
H 2.13 1.14 2.15
H 0.73 0.52 1.54
O -1.45 -2.49 -0.58
H -1.77 -1.78 0.02
H -1.55 -3.29 -0.05
O -3.01 -0.69 0.85
H -3.85 -0.42 0.46
H -2.69 0.07 1.38
O -1.63 1.70 1.31
H -1.32 1.63 0.38
H -2.25 2.44 1.32
O -0.47 2.06 -1.25
H 0.29 2.62 -1.40
H -0.13 1.14 -1.45
```

Values from the calculation:
- Highest occupied orbital energy: -9.02 eV
- Total charge: 0
- LUMO: 0.02494 Ha
- SMILES: NCCN.O.O.O.O
- Gap between HOMO and LUMO: 0.3564 Ha

Löwdin population analysis, charges in e, atoms 1 to 4:
1 N -0.0199
2 C -0.2279
3 C -0.2863
4 N -0.0020

Most stable to least stable: b, a